(i)
Here is a cluster of 2 separate species, C5H15N2 in total from the OMol25 dataset. Energies are from ωB97M-V with the def2-TZVPD basis set.

Values from the calculation:
E_HOMO (eV): -12.970
LUMO energy (eV): -7.054
Net charge: +1

Last column: natural (NBO) charge in e.
Cartesian coordinates (Å):
1 C -1.059 0.902 0.293  -0.3721
2 C 0.440 1.124 0.094  0.3815
3 C 1.424 0.504 0.941  -0.6069
4 C 1.967 -0.970 0.412  -0.2619
5 C 2.555 -0.929 -0.956  -0.6353
6 N -3.432 -1.082 -1.555  -1.1109
7 N -1.388 1.240 1.733  -0.7178
8 H -1.572 1.579 -0.456  0.2392
9 H -1.429 -0.125 0.058  0.2876
10 H -3.805 -1.623 -2.333  0.3883
11 H 0.861 1.845 -0.582  0.2291
12 H 1.080 0.304 1.984  0.2860
13 H 2.456 0.862 1.024  0.2923
14 H 2.663 -1.425 1.058  0.2379
15 H 0.983 -1.538 0.544  0.2219
16 H 2.766 -1.905 -1.529  0.2746
17 H 1.784 -0.445 -1.486  0.1906
18 H -3.860 -0.171 -1.373  0.3666
19 H 3.315 -0.173 -0.987  0.2236
20 H -3.557 -1.610 -0.682  0.3633
21 H -0.405 1.460 1.994  0.3396
22 H -1.785 2.177 1.804  0.3829

(ii)
Here is a cluster of 2 separate species, C5H15N2 in total from the OMol25 dataset. Energies are from ωB97M-V with the def2-TZVPD basis set.

Values from the calculation:
E_HOMO (eV): -12.831
LUMO energy (eV): -2.861
Net charge: +1

Last column: natural (NBO) charge in e.
Cartesian coordinates (Å):
1 C -0.494 2.082 -0.463  -0.4195
2 N 0.443 0.978 -0.771  -0.5253
3 C 1.811 1.434 -1.136  -0.4185
4 H -1.453 1.662 -0.185  0.2354
5 H -0.086 2.662 0.361  0.2302
6 H -0.621 2.700 -1.344  0.2327
7 H 0.075 0.399 -1.528  0.4348
8 H 0.512 0.308 0.028  0.4685
9 H 1.763 2.019 -2.048  0.2310
10 H 2.439 0.565 -1.297  0.2346
11 H 2.211 2.029 -0.322  0.2297
12 C -1.128 -2.045 -1.085  -0.4725
13 C -1.080 -1.509 0.131  -0.0382
14 N 0.095 -1.281 0.898  -0.6732
15 C -0.167 -1.090 2.343  -0.4177
16 H -0.241 -2.439 -1.567  0.2073
17 H -2.100 -2.124 -1.546  0.2347
18 H -2.000 -1.163 0.591  0.2049
19 H 0.716 -2.079 0.798  0.3956
20 H 0.776 -0.967 2.861  0.2202
21 H -0.779 -0.204 2.496  0.1991
22 H -0.692 -1.934 2.785  0.2062

(iii)
Here is a cluster of 2 separate species, C5H15N2 in total from the OMol25 dataset. Energies are from ωB97M-V with the def2-TZVPD basis set.

Values from the calculation:
E_HOMO (alpha / beta) (eV): -12.544 / -12.482
LUMO energy (alpha / beta) (eV): -4.215 / -3.445
Net charge: +1

Last column: natural (NBO) charge in e.
Cartesian coordinates (Å):
1 C 0.944 -1.432 -0.665  -0.6844
2 C 1.709 1.599 -0.950  -0.4521
3 C -1.607 1.014 1.158  -0.4118
4 C -1.559 -0.240 -1.017  -0.4026
5 C 0.485 -0.387 0.343  0.3824
6 N 1.049 -0.634 1.590  -0.8973
7 N -1.041 -0.093 0.362  -0.4178
8 H 0.322 -2.470 -0.678  0.2137
9 H 1.026 -1.046 -1.584  0.2295
10 H 1.910 -1.694 -0.239  0.2472
11 H 1.070 1.479 -1.740  0.1645
12 H 1.564 2.367 -0.199  0.1909
13 H 2.729 1.301 -1.089  0.1936
14 H -2.538 0.762 1.568  0.2356
15 H -0.843 1.350 1.880  0.2456
16 H -1.770 1.871 0.489  0.2284
17 H -1.305 -1.311 -1.323  0.2364
18 H -2.646 -0.119 -1.052  0.2379
19 H -1.121 0.412 -1.632  0.2154
20 H 1.646 -0.126 2.235  0.4279
21 H 1.467 -1.570 1.662  0.3849
22 H -1.491 -1.034 0.882  0.4323

(iv)
Here is a cluster of 2 separate species, C5H15N2 in total from the OMol25 dataset. Energies are from ωB97M-V with the def2-TZVPD basis set.

Values from the calculation:
E_HOMO (eV): -12.698
LUMO energy (eV): -7.581
Net charge: +1

Last column: natural (NBO) charge in e.
Cartesian coordinates (Å):
1 C -1.356 -0.643 1.508  -0.5310
2 C 0.106 -0.066 1.492  -0.5815
3 C 0.440 0.488 0.191  0.4556
4 C 0.870 -0.471 -0.891  -0.5627
5 C 2.202 -1.145 -0.464  -0.2070
6 N 3.265 -0.165 -0.093  -0.7584
7 N -3.383 1.700 -1.457  -1.1058
8 H -1.443 -1.385 0.710  0.2175
9 H -2.029 0.178 1.266  0.2376
10 H 0.815 -0.783 1.895  0.2585
11 H 0.174 0.671 2.305  0.2889
12 H -3.314 2.679 -1.284  0.3808
13 H -0.208 1.314 -0.101  0.2228
14 H 0.931 0.054 -1.851  0.2545
15 H 0.115 -1.274 -0.959  0.3184
16 H 1.950 -1.592 0.490  0.1906
17 H 2.536 -1.883 -1.176  0.2407
18 H 3.617 0.326 -0.914  0.3680
19 H 2.725 0.589 0.354  0.3119
20 H -2.611 1.114 -1.223  0.3411
21 H -3.924 1.439 -2.255  0.3880
22 H -1.478 -1.146 2.459  0.2717

It comes down to (ii), which is 303.2 kJ/mol more stable than the next structure.

(i)
Here is a cluster of 2 separate species, C5H15N2 in total from the OMol25 dataset. Energies are from ωB97M-V with the def2-TZVPD basis set.

Values from the calculation:
E_HOMO (eV): -12.746
LUMO energy (eV): -3.444
Net charge: +1

Last column: natural (NBO) charge in e.
Cartesian coordinates (Å):
1 C 2.836 1.409 -0.928  -0.6401
2 C 1.422 0.928 -0.649  -0.2189
3 N 1.337 -0.565 -0.865  -0.4887
4 C 0.085 -1.243 -0.392  -0.4213
5 H 3.141 1.181 -1.950  0.2254
6 H 2.856 2.491 -0.803  0.2624
7 H 3.555 0.995 -0.222  0.2284
8 H 1.163 1.112 0.392  0.2302
9 H 0.684 1.392 -1.298  0.2297
10 H 2.130 -1.005 -0.403  0.4305
11 H 1.485 -0.763 -1.859  0.4322
12 H -0.105 -0.967 0.640  0.2496
13 H 0.310 -2.307 -0.455  0.2353
14 H -0.739 -0.990 -1.050  0.2378
15 C -2.310 0.692 0.838  -0.4434
16 C -2.737 -1.365 1.849  -0.0628
17 N -2.310 -0.185 1.966  -0.3944
18 H -2.838 1.605 1.123  0.2337
19 H -2.784 0.303 -0.076  0.1656
20 H -1.299 0.983 0.548  0.1724
21 H -2.651 -2.049 2.686  0.1952
22 H -3.234 -1.652 0.908  0.1415

(ii)
Here is the ion C5H15N2 with charge +1 from the OMol25 dataset. Energies are from ωB97M-V with the def2-TZVPD basis set.

Values from the calculation:
E_HOMO (eV): -13.945
SMILES string: CCNCC[NH2+]C
LUMO energy (eV): -2.922
Net charge: +1

Last column: natural (NBO) charge in e.
Cartesian coordinates (Å):
1 C -0.987 -0.839 1.006  -0.2702
2 N 0.324 -1.538 1.068  -0.5802
3 C 0.962 -1.975 2.417  -0.4058
4 C -1.112 0.408 -0.140  -0.2030
5 N 0.185 0.122 -0.783  -0.6662
6 C 0.716 1.435 -1.315  -0.2069
7 C -0.160 2.045 -2.353  -0.6767
8 H -1.221 -0.263 1.909  0.2312
9 H -1.874 -1.489 0.983  0.2358
10 H 0.811 -0.732 0.459  0.4664
11 H 1.919 -2.482 2.278  0.2485
12 H 0.177 -2.420 3.066  0.2416
13 H 1.112 -0.993 2.864  0.2203
14 H -1.011 1.283 0.502  0.2120
15 H -1.987 0.453 -0.759  0.2292
16 H 0.220 -0.536 -1.567  0.3871
17 H 0.488 -2.289 0.398  0.4222
18 H 1.761 1.233 -1.684  0.2172
19 H 0.758 1.920 -0.323  0.1919
20 H 0.248 1.766 -3.325  0.2315
21 H -1.194 1.752 -2.546  0.2296
22 H -0.135 3.140 -2.155  0.2445

It comes down to (i), which is 86.1 kJ/mol more stable than the next structure.

(i)
Here is an isolated molecule of C4H3N3 from the OMol25 dataset. Energies are from ωB97M-V with the def2-TZVPD basis set.

Values from the calculation:
E_HOMO (eV): -8.633
LUMO energy (eV): -0.014

Last column: natural (NBO) charge in e.
Cartesian coordinates (Å):
1 C 2.231 0.430 -0.077  0.2469
2 C 0.183 -0.658 -0.050  -0.1112
3 C -1.222 -0.604 0.022  -0.2865
4 C 0.865 0.479 -0.156  -0.3816
5 N 3.341 0.274 0.200  -0.3102
6 N -1.914 0.428 0.110  0.0954
7 N -2.547 1.331 0.064  0.0336
8 H 0.757 -1.582 -0.217  0.2441
9 H -1.877 -1.465 0.211  0.2435
10 H 0.183 1.366 -0.106  0.2260

(ii)
Here is an isolated molecule of C4H3N3 from the OMol25 dataset. Energies are from ωB97M-V with the def2-TZVPD basis set.

Values from the calculation:
E_HOMO (eV): -9.312
SMILES string: C#Cc1cnn[nH]1
LUMO energy (eV): 0.429

Last column: natural (NBO) charge in e.
Cartesian coordinates (Å):
1 C 2.204 0.413 -0.321  -0.1954
2 C 1.328 -0.419 -0.174  -0.0286
3 C -0.075 -0.412 0.039  -0.0050
4 C -0.504 0.886 0.076  -0.0899
5 N -1.867 0.844 0.258  -0.2271
6 N -2.248 -0.403 0.316  -0.0474
7 N -1.157 -1.187 0.173  -0.3260
8 H 3.056 1.041 -0.416  0.2432
9 H 0.484 1.482 -0.118  0.2510
10 H -1.224 -2.196 0.180  0.4251

(iii)
Here is an isolated molecule of C4H3N3 from the OMol25 dataset. Energies are from ωB97M-V with the def2-TZVPD basis set.

Values from the calculation:
E_HOMO (eV): -11.541
SMILES string: N#C[C@@H]1N[C@@H]1C#N
LUMO energy (eV): -0.072

Last column: natural (NBO) charge in e.
Cartesian coordinates (Å):
1 C 0.233 1.229 -0.540  0.2449
2 C -0.174 0.815 0.731  -0.1909
3 C -0.221 -0.619 0.977  -0.1778
4 C 0.315 -1.450 -0.121  0.2484
5 H 0.137 1.376 1.558  0.2419
6 H -1.877 0.376 1.557  0.3502
7 H -0.202 -0.699 2.102  0.2606
8 N 0.668 1.794 -1.399  -0.2490
9 N -1.503 0.146 0.641  -0.4815
10 N 0.982 -2.069 -0.886  -0.2468

It comes down to (iii), which is 7.8 kJ/mol more stable than the next structure.

(i)
Here is an isolated molecule of C4H3N3 from the OMol25 dataset. Energies are from ωB97M-V with the def2-TZVPD basis set.

Values from the calculation:
E_HOMO (eV): -9.381
LUMO energy (eV): 0.281

Last column: natural (NBO) charge in e.
Cartesian coordinates (Å):
1 N 2.687 0.074 0.261  -0.3206
2 C 1.648 0.555 0.073  0.4030
3 C 0.524 -2.628 0.073  0.3411
4 N -0.215 -1.710 0.066  -0.5676
5 C -1.122 -0.672 0.038  -0.1199
6 C -0.790 0.618 -0.069  0.0185
7 N 0.480 1.183 -0.144  -0.6377
8 H -2.166 -0.955 0.100  0.2329
9 H -1.584 1.355 -0.109  0.2211
10 H 0.539 2.179 -0.289  0.4293

(ii)
Here is an isolated molecule of C4H3N3 from the OMol25 dataset. Energies are from ωB97M-V with the def2-TZVPD basis set.

Values from the calculation:
E_HOMO (eV): -9.514
SMILES string: N#Cc1ncc[nH]1
LUMO energy (eV): 0.600

Last column: natural (NBO) charge in e.
Cartesian coordinates (Å):
1 N 3.206 -0.408 -0.486  -0.2752
2 C 2.110 -0.431 -0.117  0.2405
3 C 0.708 -0.349 0.149  0.1943
4 N -0.154 -1.335 0.056  -0.3819
5 C -1.376 -0.730 0.010  -0.0911
6 C -1.247 0.634 0.077  -0.0837
7 N 0.092 0.868 0.184  -0.4812
8 H -2.282 -1.308 -0.103  0.2189
9 H -1.957 1.440 -0.013  0.2276
10 H 0.552 1.756 0.318  0.4317

It comes down to (ii), which is 194.3 kJ/mol more stable than the next structure.